(1)
DFT (ωB97M-V with the def2-TZVPD basis set) results for C3H2FNaO3 as an isolated structure at a distorted geometry.

Computed properties:
net charge: +2
LUMO: -11.34 eV
spin multiplicity: 1

Each line ends with the Löwdin charge.
Cartesian coordinates (Å):
1 Na -1.930 1.742 3.443  0.923
2 F 0.259 0.589 -2.318  0.260
3 O 0.716 -0.332 0.802  0.239
4 O -1.285 0.358 1.684  0.235
5 O -1.012 0.060 -0.556  0.266
6 C 0.046 -0.244 -1.354  -0.279
7 C 1.181 -0.513 -0.401  0.171
8 C -0.664 0.022 0.751  -0.358
9 H 0.474 -1.478 -1.446  0.316
10 H 2.215 -0.205 -0.607  0.227


(2)
DFT (ωB97M-V with the def2-TZVPD basis set) results for C6H7LiO6Pd as an isolated structure at a distorted geometry.

Computed properties:
net charge: +1
LUMO (alpha / beta): -3.66 / -6.57 eV
spin multiplicity: 4

Each line ends with the Löwdin charge.
Cartesian coordinates (Å):
1 Pd -1.878 -1.560 -2.123  1.260
2 O -0.908 -2.870 0.768  0.111
3 O -2.163 -1.344 -0.340  -0.155
4 O 0.010 0.612 0.589  -0.060
5 O 1.614 -0.623 -0.341  0.056
6 O -0.833 -0.236 -2.432  -0.344
7 O -1.539 -3.199 -1.318  0.001
8 C 1.446 0.470 -2.184  0.133
9 C 0.721 -1.348 1.746  -0.042
10 C 0.426 -0.370 -2.712  -0.221
11 C 0.792 -0.360 0.594  -0.595
12 C -0.660 -1.980 1.872  -0.101
13 C -1.556 -2.461 -0.296  -0.719
14 Li -1.421 0.484 -0.578  0.744
15 H 0.752 -1.281 -3.232  0.142
16 H -0.704 -2.610 2.766  0.149
17 H 0.913 -0.793 2.675  0.150
18 H -1.450 -1.222 1.922  0.136
19 H 2.460 0.279 -2.530  0.107
20 H 1.189 1.500 -1.935  0.108
21 H 1.488 -2.123 1.636  0.139


(3)
DFT (ωB97M-V with the def2-TZVPD basis set) results for a 7-piece molecular cluster, C17H53O22P5 overall at a distorted geometry.

Computed properties:
SMILES: COP(=O)(OC)OC.COP(=O)(OC)OC.COP(=O)(OC)OC.COP(=O)(OC)OC.COP(=O)(OC)OC.CO.CO
net charge: 0
LUMO: 0.38 eV
spin multiplicity: 1

Each line ends with the Löwdin charge.
Cartesian coordinates (Å):
1 P 2.808 5.115 -25.645  0.438
2 P 17.649 16.837 -28.921  0.514
3 P 6.852 20.374 -27.058  0.468
4 P 9.608 6.297 -17.049  0.446
5 P 6.158 19.242 -15.003  0.512
6 O 3.943 4.343 -25.146  -0.232
7 O 6.611 18.874 -13.457  -0.205
8 O 5.594 20.776 -15.035  -0.241
9 O 9.418 5.023 -18.041  -0.227
10 O 1.548 5.263 -24.672  -0.215
11 O 18.122 18.206 -28.568  -0.262
12 O 7.215 18.943 -16.012  -0.248
13 O 4.792 18.330 -15.202  -0.232
14 O 16.584 16.703 -30.206  -0.249
15 O 9.586 7.533 -18.045  -0.210
16 O 7.548 19.304 -26.377  -0.215
17 O 11.177 6.200 -16.580  -0.241
18 O 2.114 4.519 -26.981  -0.220
19 O 6.146 19.950 -28.479  -0.251
20 O 7.798 21.676 -27.478  -0.216
21 O 8.472 13.703 -23.264  -0.133
22 O 3.137 6.711 -26.011  -0.244
23 O 8.798 13.151 -31.613  -0.126
24 O 18.774 15.711 -29.204  -0.217
25 O 16.813 16.057 -27.738  -0.238
26 O 5.653 21.050 -26.207  -0.202
27 O 8.625 6.252 -15.933  -0.238
28 C 11.820 7.246 -15.842  -0.092
29 C 7.394 13.626 -22.267  -0.138
30 C 8.256 4.993 -18.817  -0.131
31 C 4.087 18.392 -16.420  -0.126
32 C 4.397 7.111 -26.591  -0.099
33 C 8.907 13.402 -30.221  -0.166
34 C 1.736 5.654 -23.339  -0.111
35 C 20.082 16.119 -29.481  -0.123
36 C 6.528 21.836 -14.851  -0.105
37 C 10.263 7.515 -19.276  -0.121
38 C 2.950 4.220 -28.141  -0.084
39 C 5.676 19.156 -12.466  -0.161
40 C 16.228 16.756 -26.581  -0.082
41 C 15.814 17.863 -30.699  -0.078
42 C 9.165 21.550 -27.669  -0.148
43 C 4.959 22.168 -26.711  -0.128
44 C 5.136 18.918 -28.491  -0.086
45 H 5.239 18.280 -29.369  0.085
46 H 8.600 5.048 -19.850  0.086
47 H 4.168 19.414 -28.559  0.088
48 H 10.703 8.502 -19.420  0.095
49 H 9.631 12.678 -29.846  0.077
50 H 7.699 4.073 -18.638  0.097
51 H 1.139 6.543 -23.135  0.093
52 H 5.074 18.267 -12.276  0.091
53 H 9.567 21.807 -28.649  0.085
54 H 7.503 12.813 -21.549  0.075
55 H 6.994 21.644 -13.885  0.086
56 H 5.322 18.275 -27.631  0.085
57 H 7.399 14.547 -21.683  0.067
58 H 9.621 22.293 -27.014  0.089
59 H 5.438 23.146 -26.765  0.087
60 H 8.757 14.012 -32.035  0.067
61 H 7.629 5.871 -18.664  0.090
62 H 3.145 5.080 -28.782  0.080
63 H 14.747 17.780 -30.490  0.082
64 H 11.055 7.933 -15.480  0.081
65 H 4.511 8.168 -26.351  0.083
66 H 1.455 4.812 -22.706  0.096
67 H 3.113 18.860 -16.276  0.087
68 H 20.174 16.056 -30.565  0.092
69 H 7.972 13.245 -29.684  0.071
70 H 12.384 7.861 -16.543  0.089
71 H 20.775 15.435 -28.992  0.093
72 H 9.646 7.294 -20.147  0.086
73 H 7.219 22.007 -15.676  0.094
74 H 3.931 3.862 -27.828  0.080
75 H 4.034 17.359 -16.764  0.094
76 H 4.535 19.021 -17.189  0.085
77 H 16.181 18.761 -30.203  0.069
78 H 16.298 17.842 -26.523  0.079
79 H 12.299 6.827 -14.957  0.095
80 H 4.941 19.956 -12.563  0.089
81 H 8.387 14.551 -23.706  0.063
82 H 6.024 22.794 -14.723  0.086
83 H 5.218 6.597 -26.091  0.085
84 H 4.387 7.026 -27.678  0.079
85 H 2.560 3.382 -28.718  0.087
86 H 9.578 20.572 -27.424  0.084
87 H 16.003 18.012 -31.762  0.082
88 H 11.070 6.796 -19.416  0.096
89 H 16.708 16.301 -25.714  0.083
90 H 6.379 13.648 -22.663  0.066
91 H 15.160 16.573 -26.466  0.078
92 H 6.270 19.425 -11.592  0.093
93 H 2.785 5.911 -23.197  0.083
94 H 20.264 17.144 -29.158  0.078
95 H 4.773 22.066 -27.780  0.080
96 H 4.010 22.261 -26.182  0.094
97 H 9.254 14.425 -30.079  0.077


(4)
DFT (ωB97M-V with the def2-TZVPD basis set) results for one molecule with the formula C4H6N2 at a distorted geometry.

Computed properties:
SMILES: [H]/N=c1/c(C)c1N
net charge: 0
LUMO: 0.56 eV
spin multiplicity: 1

Each line ends with the Löwdin charge.
Cartesian coordinates (Å):
1 N 1.018 1.685 -1.096  0.097
2 N 2.434 -1.264 0.871  0.058
3 C 0.117 -0.479 0.040  -0.014
4 C 0.884 0.613 -0.269  -0.209
5 C 1.504 -0.603 0.311  -0.351
6 C -1.546 -1.133 -0.173  0.013
7 H -2.062 -0.221 -0.541  0.048
8 H -1.830 -1.511 0.812  0.037
9 H -1.206 -1.957 -0.900  0.077
10 H 3.364 -0.874 1.079  0.033
11 H 0.230 2.315 -1.068  0.088
12 H 1.809 2.280 -0.728  0.122


(5)
DFT (ωB97M-V with the def2-TZVPD basis set) results for a 14-piece molecular cluster, C5H41N3O13 overall at a distorted geometry.

Computed properties:
net charge: +1
LUMO (alpha / beta): -2.86 / -2.90 eV
spin multiplicity: 2

Each line ends with the Löwdin charge.
Cartesian coordinates (Å):
1 O 1.590 -1.898 -3.694  -0.072
2 O 1.379 -2.602 1.432  -0.062
3 O -1.029 -2.644 2.733  -0.066
4 O 3.279 -0.310 1.316  -0.102
5 O 1.992 1.995 -2.724  -0.169
6 O -2.987 -2.436 -1.256  -0.060
7 O 3.216 2.131 2.601  -0.070
8 O 0.887 3.575 -0.305  -0.077
9 O -3.673 2.084 -0.636  -0.059
10 O 0.329 0.610 -4.948  -0.066
11 O -3.761 -0.631 1.694  -0.042
12 O -0.752 -3.421 -0.148  -0.067
13 O 3.336 -0.582 -1.771  -0.157
14 N -2.399 1.234 3.183  0.193
15 N -1.116 -0.695 -3.209  0.176
16 N 0.049 0.282 -1.451  0.095
17 C -0.907 1.055 3.404  -0.143
18 C 0.432 0.179 -0.052  -0.165
19 C -0.599 -0.715 -2.007  -0.180
20 C -0.500 1.032 0.832  -0.152
21 C -0.117 1.554 2.204  -0.182
22 H -3.847 -0.555 0.739  0.042
23 H 4.019 1.611 2.585  0.021
24 H 0.799 1.450 -4.906  0.049
25 H -4.252 -1.399 2.004  0.074
26 H 0.298 -0.842 0.297  0.092
27 H -0.665 0.042 3.726  0.121
28 H -2.619 1.956 2.505  0.160
29 H -0.215 -2.641 2.213  -0.030
30 H 4.312 -0.650 -1.722  0.043
31 H 1.485 0.420 -0.004  0.083
32 H 2.505 1.948 -1.891  -0.009
33 H 0.767 4.383 0.193  0.036
34 H -2.337 -3.046 -0.865  0.004
35 H -4.542 2.468 -0.783  0.043
36 H -3.600 1.406 -1.320  0.036
37 H -0.838 1.901 0.270  0.093
38 H -2.816 1.453 4.082  0.161
39 H 2.394 2.679 -3.289  0.043
40 H 1.006 -2.661 -3.684  0.042
41 H -0.751 -0.024 -3.925  0.070
42 H 1.595 3.778 -0.933  0.017
43 H -0.952 -3.394 0.803  0.025
44 H 1.847 -3.056 2.138  0.085
45 H -1.013 -3.320 3.414  0.055
46 H 3.341 0.095 -2.482  0.009
47 H 1.729 -1.698 1.391  0.023
48 H -1.354 0.350 0.951  0.097
49 H -3.819 -2.410 -0.787  0.029
50 H 0.932 1.491 2.502  0.095
51 H 0.208 -3.463 -0.093  0.043
52 H 2.431 -2.139 -3.290  0.024
53 H -2.784 0.330 2.853  0.099
54 H -1.606 -1.523 -3.504  0.119
55 H 2.681 2.046 3.387  0.017
56 H 0.396 1.102 -1.937  0.109
57 H -0.869 -1.508 -1.323  0.105
58 H 0.998 -0.074 -4.770  0.033
59 H 3.151 -0.499 0.370  -0.008
60 H -0.673 1.662 4.281  0.125
61 H -0.209 2.629 2.274  0.110
62 H 4.220 -0.095 1.331  0.043